a) # C2H5N3S

One molecule with the formula C2H5N3S (ωB97M-V with the def2-TZVPD basis set, the Open Molecules 2025 dataset).

Computed properties:
**SMILES**: [H]/N=C(N)\C=N\S
**Highest occupied orbital energy**: -8.97 eV

```
11
C2H5N3S ωB97M-V with the def2-TZVPD basis set
H 0.4392 -1.7599 0.7903
N -0.5543 -1.7556 0.5152
C -0.8083 -0.5526 0.1764
N -2.0462 -0.1366 -0.1710
C 0.2381 0.5141 0.1392
N 1.4732 0.2012 -0.1461
S 2.5622 1.4790 -0.4800
H -2.2015 0.7234 -0.6397
H -2.7262 -0.9100 -0.3145
H -0.0018 1.5466 0.5327
H 3.6256 0.6504 -0.4024
```

Here are the Mulliken charges for atoms 1 to 4, given in e:
1. H 0.277
2. N -0.722
3. C 0.446
4. N -0.440

=====

b) # C2H5N3S

C2H5N3S as an isolated structure (ωB97M-V with the def2-TZVPD basis set, the Open Molecules 2025 dataset).

Computed properties:
**Highest occupied orbital energy**: -8.42 eV

```
11
C2H5N3S ωB97M-V with the def2-TZVPD basis set
C -0.8114 0.4720 -0.0701
C 0.5003 -0.9711 -1.5794
H -0.9810 -0.2260 3.3445
H 1.1353 -0.0261 1.1434
H -1.6158 0.7661 -0.9819
H 1.5009 0.5611 -0.5000
H -0.6300 -1.7112 -1.7015
N -0.4088 0.6871 2.2116
N -1.1161 1.0489 1.0724
N 0.4615 0.0386 -0.5313
S 1.9651 -0.6394 -2.4077
```

Here are the Mulliken charges for atoms 1 to 4, given in e:
1. C 0.025
2. C 0.011
3. H 0.221
4. H 0.193

=====

It is a) that is most stable; the runner-up trails by 0.3800 hartree.

=====

a) # C2H7ClN2O

A 3-piece molecular cluster, C2H7ClN2O overall (ωB97M-V with the def2-TZVPD basis set, the Open Molecules 2025 dataset).

Computed properties:
**SMILES**: C=NN.C=O.Cl
**Highest occupied orbital energy**: -9.26 eV

```
13
C2H7ClN2O ωB97M-V with the def2-TZVPD basis set
C -0.8335 -0.4014 -1.1220
N -0.2299 -1.3999 -0.6587
N -0.1600 -1.5756 0.7278
H -1.4268 0.2412 -0.4028
H -0.6320 -0.3838 -2.2513
H -0.0880 -2.5493 0.8805
H -0.7865 -1.0013 1.2916
C -0.1582 1.9453 -0.0057
O 0.9640 1.7540 0.3608
H -0.9649 2.2351 0.5916
H -0.4782 1.9292 -1.1204
Cl 2.8077 -0.8352 1.1013
H 1.9863 0.0417 0.6072
```

Here are the Mulliken charges for atoms 1 to 4, given in e:
1. C -0.586
2. N -0.199
3. N -0.289
4. H 0.425

=====

b) # C2H7ClN2O

C2H7ClN2O as an isolated structure (ωB97M-V with the def2-TZVPD basis set, the Open Molecules 2025 dataset).

Computed properties:
**Highest occupied orbital energy**: -8.91 eV

```
13
C2H7ClN2O ωB97M-V with the def2-TZVPD basis set
C 0.2103 0.4651 0.2063
C -1.5579 0.2692 -0.6784
N 2.1736 -0.6653 0.8037
N 0.9039 -0.7680 0.0996
O -2.2953 -0.7727 -0.3321
Cl 1.0893 -1.1355 -1.5903
H 0.7077 1.2855 -0.3111
H 0.0860 0.5498 1.2311
H -1.3055 0.2913 -1.7863
H -1.9999 1.1106 -0.3424
H 2.0109 -1.0806 1.7672
H 2.4280 0.2838 0.7628
H -1.8028 -1.6343 -0.5218
```

Here are the Mulliken charges for atoms 1 to 4, given in e:
1. C -0.806
2. C -0.464
3. N -0.530
4. N -0.003

=====

It is a) that is most stable; the runner-up trails by 0.0374 hartree.

=====

a) # C5H16N3

An isolated ion of composition C5H16N3 and charge +1 (ωB97M-V with the def2-TZVPD basis set, the Open Molecules 2025 dataset).

Computed properties:
**Net charge**: +1
**SMILES**: CNC[C@@H]([NH3+])CCN
**Highest occupied orbital energy**: -12.84 eV

```
24
C5H16N3 ωB97M-V with the def2-TZVPD basis set
C -2.3468 -0.0594 -1.5258
N -1.7546 1.1033 -0.9653
C -0.2166 0.6968 -0.8040
C 0.3684 1.1685 0.4023
N -0.9052 0.8743 1.3995
C 1.5480 0.3332 0.7866
C 2.0140 -1.0496 0.0984
N 1.5687 -2.2445 0.9504
H -3.1462 0.2090 -2.1554
H -1.7965 -0.7433 -2.1455
H -2.8081 -0.9129 -0.7857
H -1.8869 1.7338 -1.6745
H -0.0653 -0.4654 -0.9259
H 0.2963 1.1713 -1.6793
H 0.4702 2.3355 0.7154
H -1.5558 0.2723 0.9296
H -0.5503 0.4268 2.2623
H -1.4664 1.7267 1.3907
H 2.4283 1.0700 0.6500
H 1.4424 0.1207 1.7933
H 1.7818 -1.0926 -0.9429
H 3.2582 -0.9304 0.2073
H 2.2478 -2.6447 1.5336
H 1.0745 -3.0993 0.4851
```

Here are the Mulliken charges for atoms 1 to 4, given in e:
1. C -1.005
2. N -0.425
3. C -0.731
4. C 0.445

=====

b) # C5H16N3

A 2-piece molecular cluster, C5H16N3 overall (ωB97M-V with the def2-TZVPD basis set, the Open Molecules 2025 dataset).

Computed properties:
**Net charge**: +1
**Highest occupied orbital energy**: -14.12 eV

```
24
C5H16N3 ωB97M-V with the def2-TZVPD basis set
C -0.4329 -0.7878 1.6595
C -0.5267 -0.2569 3.0728
H 0.3643 -1.5336 1.4503
H -1.3475 -1.2169 1.2660
H -0.2694 0.1670 1.0643
H -1.1569 -0.8478 3.7112
H -1.0542 0.7353 2.9548
H 0.3866 0.0469 3.6577
C 0.3825 1.3761 -0.6813
C 1.5965 2.2365 -0.7467
C -0.2020 -0.9040 -1.4805
N 0.6727 0.1438 -1.4980
N -1.5735 -0.7452 -1.5123
N 0.2294 -2.3161 -1.6918
H 0.1142 1.0905 0.3843
H -0.5407 1.9124 -1.0905
H 1.5831 2.9313 -1.7519
H 2.5516 1.8055 -0.7107
H 1.7283 0.0523 -1.8703
H -1.9407 0.2077 -1.6767
H -2.2789 -1.5875 -1.6713
H 0.7477 -2.7028 -0.8847
H -0.6594 -2.8640 -2.0163
H 1.6260 3.0573 0.0620
```

Here are the Mulliken charges for atoms 1 to 4, given in e:
1. C -0.372
2. C -1.041
3. H 0.259
4. H 0.317

=====

c) # C5H16N3

A 2-piece molecular cluster, C5H16N3 overall (ωB97M-V with the def2-TZVPD basis set, the Open Molecules 2025 dataset).

Computed properties:
**Net charge**: +1
**Highest occupied orbital energy**: -12.17 eV

```
24
C5H16N3 ωB97M-V with the def2-TZVPD basis set
C -0.3051 1.8219 -1.2002
N 0.0778 2.2561 -2.5350
C 0.9761 1.5737 -0.4115
N 0.6371 1.1213 0.9813
H -0.9348 0.9253 -1.1775
H -0.8685 2.6242 -0.7193
H 0.3452 1.4592 -3.1018
H -0.7216 2.6781 -2.9962
H 1.5415 2.5005 -0.3454
H 1.5875 0.7992 -0.8702
H 1.4454 1.0669 1.5984
H -0.0370 1.7575 1.4049
H 0.1960 0.1638 0.9512
C -2.0119 -1.5421 0.3768
C -0.5124 -1.6672 0.2956
C 0.2402 -2.1664 1.2887
N 1.5924 -2.4821 1.2118
H -2.3728 -1.9619 1.3142
H -2.3396 -0.4999 0.3344
H -2.4878 -2.0718 -0.4465
H -0.0172 -1.4439 -0.6488
H -0.2351 -2.4686 2.2153
H 2.1253 -2.3565 2.0599
H 2.0794 -2.0872 0.4198
```

Here are the Mulliken charges for atoms 1 to 4, given in e:
1. C -0.442
2. N -0.604
3. C -0.620
4. N -0.071

=====

d) # C5H16N3

An isolated ion of composition C5H16N3 and charge +1 (ωB97M-V with the def2-TZVPD basis set, the Open Molecules 2025 dataset).

Computed properties:
**Net charge**: +1
**SMILES**: CNC[C@@H]([NH3+])CCN
**Highest occupied orbital energy**: -12.53 eV

```
24
C5H16N3 ωB97M-V with the def2-TZVPD basis set
C -2.6521 0.7954 -2.2240
N -1.9058 0.9695 -0.9836
C -0.7425 0.1486 -0.8375
C -0.2655 0.1992 0.6515
N -0.9043 -0.9587 1.5069
C 1.1998 0.4641 0.9949
C 2.0687 -0.7896 0.8566
N 3.2367 -0.5313 0.0493
H -2.3277 1.4487 -3.0451
H -2.6201 -0.2128 -2.5991
H -3.6642 1.0725 -2.0523
H -1.7199 1.9227 -0.7300
H -0.8141 -0.8950 -1.1433
H 0.1812 0.4952 -1.3263
H -0.8596 0.9966 1.1023
H -1.7937 -0.6497 1.8905
H -1.0526 -1.8079 0.9570
H -0.2707 -1.2399 2.2589
H 1.4333 1.1645 0.1904
H 1.2897 1.0501 1.9079
H 2.3136 -1.1321 1.8644
H 1.5081 -1.6238 0.4169
H 3.7995 -1.3415 -0.1462
H 3.7367 0.2762 0.3876
```

Here are the Mulliken charges for atoms 1 to 4, given in e:
1. C -0.874
2. N -0.297
3. C -0.564
4. C -0.662

=====

It is c) that is most stable; the runner-up trails by 0.0226 hartree.